# 1
The following is a quantum chemistry calculation of a molecular structure, C46H34N7O7PSTa, from the OMol25 dataset.

## Properties
HOMO energy, eV: -10.26
Charge: +1
Gap between HOMO and LUMO, Ha: 0.1688
Energy above the lowest of the compared OMol25 structures with the same formula, charge and spin, eV: 0.000

Cartesian coordinates (Å):
Ta -0.34 -1.01 0.89
C 0.61 -7.18 -1.65
C -0.33 -6.29 -1.10
C -0.03 -4.96 -0.80
C 1.17 -4.43 -1.27
C 2.09 -5.32 -1.87
C 1.86 -6.67 -1.99
P 1.42 -2.68 -1.09
C 3.30 -2.48 -1.21
C 4.07 -3.22 -0.31
C 5.39 -2.90 -0.18
C 5.98 -1.79 -0.84
C 5.23 -1.19 -1.83
C 3.91 -1.53 -2.03
C 0.80 -1.93 -2.56
C 1.33 -2.22 -3.84
C 0.74 -1.69 -4.99
C -0.42 -0.93 -4.85
C -1.08 -0.77 -3.64
C -2.47 -0.40 -3.56
C -3.15 -0.46 -2.35
C -2.39 -0.60 -1.15
C -1.04 -0.91 -1.18
C -0.45 -1.17 -2.43
H 0.32 -8.22 -1.78
H -1.25 -6.73 -0.81
H -0.77 -4.33 -0.27
H 3.13 -4.90 -2.03
H 2.62 -7.38 -2.39
H 3.60 -4.01 0.36
H 5.90 -3.52 0.52
H 6.97 -1.45 -0.60
H 5.66 -0.43 -2.51
H 3.25 -0.92 -2.71
H 2.24 -2.79 -3.90
H 1.14 -1.92 -5.98
H -0.90 -0.53 -5.74
H -2.99 -0.09 -4.50
H -4.22 -0.36 -2.17
H -2.89 -0.40 -0.21
C 3.21 3.63 -2.18
C 3.32 2.69 -1.02
N 4.31 2.63 -0.18
N 3.97 1.56 0.68
C 2.83 0.94 0.35
S 2.31 -0.40 1.24
N 2.34 1.68 -0.70
N 1.19 1.60 -1.51
H 3.00 4.65 -1.97
H 2.49 3.29 -2.95
H 4.20 3.57 -2.70
H 4.61 1.25 1.45
H 0.43 1.64 -0.81
H 1.26 0.69 -1.97
O -4.72 -2.43 6.84
N -4.20 -3.10 5.91
O -4.41 -4.28 5.64
C -3.22 -2.49 5.12
C -2.78 -3.18 4.05
C -1.80 -2.54 3.31
C -1.38 -1.21 3.61
O -0.43 -0.63 2.85
C -1.77 -0.66 4.78
C -2.77 -1.24 5.52
N -1.05 0.47 5.48
O -0.71 1.53 4.92
O -0.79 0.14 6.64
N -1.40 -3.09 1.99
O -0.08 -2.99 1.80
O -1.93 -2.14 1.03
H -3.05 -4.19 3.92
H -3.39 -0.62 6.22
C -0.90 0.87 0.73
C -1.27 2.07 0.64
C -1.64 3.41 0.57
C -3.02 3.83 0.27
C -3.90 2.88 -0.31
C -4.96 3.34 -0.99
C -5.38 4.71 -0.82
C -4.68 5.53 0.01
C -3.48 5.08 0.60
C -0.66 4.41 0.94
C 0.27 4.15 1.96
C 1.19 5.06 2.26
C 1.21 6.29 1.60
C 0.47 6.50 0.46
C -0.54 5.61 0.16
H -3.65 1.80 -0.32
H -5.57 2.81 -1.73
H -6.31 4.97 -1.32
H -5.00 6.54 0.25
H -3.00 5.69 1.30
H 0.17 3.22 2.53
H 1.86 4.90 3.14
H 1.86 7.07 1.96
H 0.63 7.43 -0.11
H -1.30 5.80 -0.61



# 2
The following is a quantum chemistry calculation of a molecular structure, C46H35AuN2O2S2, from the OMol25 dataset.

## Properties
HOMO energy, eV: -12.95
Charge: +2
Gap between HOMO and LUMO, Ha: 0.2001
Energy above the lowest of the compared OMol25 structures with the same formula, charge and spin, eV: 0.000

Cartesian coordinates (Å):
Au -0.46 -0.28 0.71
C 2.97 0.27 4.84
C 2.14 -0.75 5.28
C 1.22 -1.32 4.43
C 1.16 -0.84 3.12
C 1.97 0.18 2.67
C 2.89 0.74 3.54
N 0.24 -1.43 2.20
N -0.24 -2.56 2.41
C -1.18 -2.91 1.47
C -1.82 -4.15 1.41
C -2.70 -4.39 0.37
C -2.96 -3.42 -0.59
C -2.34 -2.16 -0.55
C -1.47 -1.95 0.48
H 3.69 0.71 5.53
H 2.21 -1.10 6.30
H 0.57 -2.12 4.75
H 1.91 0.54 1.65
H 3.54 1.54 3.20
H -1.61 -4.89 2.17
H -3.20 -5.35 0.31
H -3.64 -3.63 -1.40
H -2.56 -1.40 -1.29
C -3.83 7.38 -1.87
C -3.00 6.18 -1.56
C -2.35 5.47 -2.56
C -1.57 4.36 -2.26
C -1.44 3.97 -0.93
C -2.08 4.67 0.10
C -2.86 5.75 -0.23
S -0.36 2.62 -0.67
O -1.14 1.64 0.30
C 0.86 3.27 0.45
C 0.56 3.38 1.83
C 1.50 3.90 2.66
C 2.77 4.31 2.16
C 3.76 4.82 3.03
C 4.99 5.17 2.54
C 5.28 5.02 1.17
C 4.34 4.54 0.31
C 3.06 4.17 0.78
C 2.06 3.63 -0.08
C 2.32 3.45 -1.54
C 2.13 4.54 -2.44
C 1.79 5.83 -1.98
C 1.59 6.85 -2.87
C 1.72 6.62 -4.26
C 2.04 5.38 -4.73
C 2.25 4.30 -3.82
C 2.56 3.00 -4.29
C 2.75 1.97 -3.43
C 2.63 2.21 -2.04
S 2.77 0.88 -0.86
O 1.37 0.24 -0.84
C 3.82 -0.27 -1.69
C 3.29 -1.28 -2.48
C 4.16 -2.16 -3.10
C 5.55 -2.03 -2.95
C 6.48 -3.01 -3.61
C 6.04 -1.01 -2.14
C 5.19 -0.13 -1.50
H -4.02 7.47 -2.94
H -3.33 8.29 -1.55
H -4.79 7.34 -1.36
H -2.46 5.78 -3.59
H -1.07 3.81 -3.04
H -1.98 4.35 1.13
H -3.37 6.29 0.56
H -0.40 3.06 2.20
H 1.29 4.01 3.71
H 3.53 4.94 4.08
H 5.74 5.57 3.21
H 6.26 5.30 0.80
H 4.57 4.43 -0.75
H 1.68 6.02 -0.92
H 1.33 7.84 -2.52
H 1.57 7.44 -4.95
H 2.15 5.20 -5.79
H 2.65 2.84 -5.36
H 2.99 0.98 -3.79
H 2.22 -1.38 -2.60
H 3.77 -2.95 -3.73
H 6.12 -3.28 -4.60
H 6.53 -3.93 -3.03
H 7.48 -2.61 -3.69
H 7.11 -0.91 -2.01
H 5.58 0.66 -0.87



# 3
The following is a quantum chemistry calculation of a molecular structure, C46H35Cl2N5O5SSeTi, from the OMol25 dataset.

## Properties
HOMO energy (alpha / beta), eV: -0.33 / -2.73
Charge: -2
Gap between HOMO and LUMO (alpha / beta), Ha: 0.1350 / 0.2232
2S+1: 3
Energy above the lowest of the compared OMol25 structures with the same formula, charge and spin, eV: 0.000

Cartesian coordinates (Å):
Ti -0.78 0.01 0.84
C -0.51 3.60 -1.40
C -0.06 4.00 -0.02
C 0.83 5.05 0.15
C 1.20 5.48 1.41
C 0.65 4.86 2.52
C -0.23 3.80 2.39
C -0.88 3.18 3.61
C -0.56 3.33 1.11
N -1.39 2.19 0.97
C -2.65 2.50 0.61
O -3.17 3.61 0.49
C -3.50 1.28 0.39
C -4.78 1.37 -0.12
C -5.50 0.20 -0.29
C -4.93 -1.00 0.08
C -3.65 -1.00 0.59
N -2.93 0.12 0.71
C -3.00 -2.24 1.14
O -3.72 -3.24 1.36
N -1.72 -2.03 1.40
C -1.12 -2.99 2.26
C -1.40 -2.97 3.64
C -2.40 -1.99 4.19
C -0.76 -3.87 4.48
C 0.16 -4.79 3.97
C 0.39 -4.83 2.61
C -0.25 -3.95 1.74
C -0.06 -4.08 0.25
H 0.16 4.02 -2.16
H -0.56 2.52 -1.52
H -1.52 3.98 -1.57
H 1.24 5.54 -0.73
H 1.90 6.30 1.53
H 0.92 5.20 3.52
H -0.34 3.48 4.52
H -1.91 3.52 3.69
H -0.90 2.10 3.54
H -5.16 2.35 -0.35
H -6.50 0.23 -0.70
H -5.45 -1.95 0.01
H -2.22 -0.99 3.79
H -3.42 -2.28 3.90
H -2.34 -1.95 5.28
H -0.98 -3.85 5.54
H 0.66 -5.49 4.63
H 1.09 -5.55 2.19
H -0.68 -4.89 -0.13
H -0.34 -3.16 -0.26
H 0.98 -4.31 0.01
Cl 5.26 -2.98 3.76
C 3.90 -2.42 2.79
C 3.94 -2.61 1.42
C 2.84 -2.17 0.66
Cl 2.90 -2.48 -1.07
C 1.72 -1.55 1.20
O 0.69 -1.21 0.46
C 1.75 -1.31 2.63
C 0.73 -0.60 3.28
O -0.26 0.02 2.68
C 2.85 -1.79 3.40
H 4.78 -3.09 0.94
H 0.77 -0.54 4.36
H 2.85 -1.63 4.47
Se 1.69 1.00 -1.34
N 1.32 1.30 0.36
C 2.45 1.67 0.93
C 2.60 1.93 2.34
C 3.82 2.27 2.80
C 4.96 2.40 1.93
C 4.86 2.17 0.60
C 3.59 1.78 0.06
N 3.38 1.49 -1.21
H 1.75 1.83 2.99
H 3.94 2.46 3.86
H 5.92 2.67 2.36
H 5.72 2.24 -0.06
C 0.99 -0.04 -9.88
C -0.25 -0.09 -9.02
O -0.94 0.86 -8.82
S -0.59 -1.73 -8.30
C -0.82 -1.30 -6.59
C -1.88 -0.52 -6.16
C -2.00 -0.19 -4.82
C -1.08 -0.65 -3.87
C -0.01 -1.45 -4.33
C 0.12 -1.77 -5.67
C -1.17 -0.32 -2.49
C -1.10 -0.10 -1.29
H 1.01 0.88 -10.47
H 1.03 -0.92 -10.52
H 1.85 -0.07 -9.21
H -2.61 -0.15 -6.88
H -2.82 0.43 -4.49
H 0.70 -1.81 -3.60
H 0.94 -2.39 -6.01



# 4
The following is a quantum chemistry calculation of a molecular structure, C46H35F12N7O2SbSn, from the OMol25 dataset.

## Properties
HOMO energy, eV: -4.14
Charge: -1
Gap between HOMO and LUMO, Ha: 0.2276

Cartesian coordinates (Å):
Sn -0.12 -0.35 -0.22
C -1.90 6.80 0.58
C -1.63 5.33 0.74
C -1.99 4.64 1.89
C -1.70 3.31 2.02
C -1.00 2.58 1.04
N -0.57 1.32 1.31
C -0.46 0.88 2.61
C 0.38 1.73 3.54
C 0.54 1.29 5.00
C 0.06 -0.09 5.29
C 0.43 -0.69 6.61
C -0.64 -0.78 4.38
C -0.97 -0.30 3.06
C -2.02 -1.06 2.24
O -1.72 -1.35 0.95
C -2.40 -2.43 2.84
F -3.02 -2.42 4.04
F -1.34 -3.25 2.99
F -3.22 -3.10 2.02
C -3.32 -0.20 2.33
F -3.48 0.35 3.56
F -4.45 -0.90 2.12
F -3.34 0.80 1.46
C -0.83 3.23 -0.21
C -1.09 4.59 -0.30
C -0.46 2.47 -1.48
O -0.88 1.19 -1.57
C -1.11 3.13 -2.73
F -2.40 3.43 -2.52
F -0.54 4.27 -3.21
F -1.08 2.30 -3.78
C 1.07 2.55 -1.68
F 1.56 3.79 -1.84
F 1.74 2.07 -0.60
F 1.52 1.84 -2.72
H -1.85 7.30 1.54
H -1.19 7.26 -0.10
H -2.90 6.95 0.16
H -2.50 5.16 2.69
H -2.05 2.77 2.90
H 0.02 2.76 3.45
H 0.12 2.00 5.73
H 0.54 0.08 7.38
H -0.33 -1.40 6.92
H 1.38 -1.22 6.53
H -0.95 -1.77 4.66
H -0.88 5.11 -1.22
N 3.87 0.02 -1.38
C 3.32 -0.55 -2.46
N 4.05 -0.60 -3.58
C 3.46 -1.22 -4.60
N 4.17 -1.32 -5.74
N 2.26 -1.79 -4.55
C 1.62 -1.68 -3.39
N 2.09 -1.08 -2.32
C 0.28 -2.29 -3.34
C -0.21 -2.97 -4.45
C -1.48 -3.53 -4.38
C -2.21 -3.39 -3.21
C -1.63 -2.70 -2.15
N -0.42 -2.18 -2.21
H 4.74 0.52 -1.47
H 3.26 0.21 -0.60
H 4.99 -0.74 -5.81
H 3.67 -1.55 -6.58
H 0.40 -3.06 -5.34
H -1.88 -4.07 -5.23
H -3.19 -3.82 -3.12
H -2.15 -2.57 -1.21
C 7.41 0.70 1.25
C 6.65 1.83 1.50
C 5.31 1.70 1.82
C 4.70 0.46 1.86
C 5.47 -0.66 1.59
C 6.81 -0.55 1.30
Sb 2.53 0.20 1.91
C 1.92 1.73 3.38
C 2.08 1.41 4.88
C 2.69 2.47 5.72
C 3.04 3.66 5.22
C 2.91 3.96 3.81
C 2.42 3.06 2.95
C 2.66 -1.49 3.23
C 1.75 -2.53 3.06
C 1.81 -3.65 3.87
C 2.78 -3.75 4.86
C 3.69 -2.72 5.03
C 3.63 -1.60 4.22
H 8.46 0.79 1.01
H 7.10 2.81 1.45
H 4.73 2.59 2.04
H 5.00 -1.64 1.60
H 7.40 -1.44 1.10
H 2.58 0.45 5.09
H 2.82 2.24 6.77
H 3.44 4.44 5.86
H 3.23 4.93 3.47
H 2.30 3.30 1.90
H 1.00 -2.46 2.29
H 1.09 -4.45 3.72
H 2.82 -4.63 5.49
H 4.45 -2.80 5.79
H 4.36 -0.81 4.33



Number 1: strongest force on any atom 9.34 eV Å⁻¹, total energy -94673.4013 eV. Number 2: strongest force on any atom 1.25 eV Å⁻¹, total energy -80691.5069 eV. Number 3: strongest force on any atom 2.36 eV Å⁻¹, total energy -190304.8082 eV. Number 4: strongest force on any atom 1.54 eV Å⁻¹, total energy -107778.9975 eV.